No. 1
2 unconnected molecules or ions with the total composition C3H8O2. Source: OMol25; level of theory: wB97M-V/def2-TZVPD.

Atoms and positions in Å:
C (-1.660, -0.658, -0.146)
C (-0.575, -0.236, 0.806)
C (0.058, 0.926, 0.576)
O (1.322, 1.235, 0.969)
H (-1.498, -0.355, -1.183)
H (-2.621, -0.225, 0.125)
H (-1.755, -1.742, -0.233)
H (-0.641, -0.554, 1.847)
H (-0.252, 1.631, -0.227)
H (1.478, 2.168, 0.775)
H (1.944, -1.261, -0.515)
H (1.784, -0.170, -1.604)
O (2.415, -0.758, -1.190)

The total energy comes out at -7334.047 eV. The spin multiplicity is 1. As for the SMILES: C/C=C/O.O. The frontier orbital gap comes out at 9.37 eV.

No. 2
A molecular structure, C3H8O2. Source: OMol25; level of theory: wB97M-V/def2-TZVPD.

Atoms and positions in Å:
C (-1.883, -0.378, 0.218)
O (-0.610, 0.004, 0.792)
C (0.513, 0.858, -0.221)
C (1.801, 0.034, -0.151)
O (1.149, -1.208, -0.119)
H (-2.426, -1.161, 0.790)
H (-2.538, 0.497, 0.193)
H (-1.731, -0.769, -0.791)
H (0.128, 0.833, -1.248)
H (0.410, 1.779, 0.322)
H (2.513, 0.170, -1.017)
H (2.425, 0.268, 0.738)
H (0.247, -0.928, 0.495)

The total energy comes out at -7332.758 eV. The spin multiplicity is 1. The frontier orbital gap comes out at 10.35 eV.

No. 3
A molecular structure, C3H8O2. Source: OMol25; level of theory: wB97M-V/def2-TZVPD.

Atoms and positions in Å:
C (-0.621, 0.055, -2.455)
O (1.095, 1.670, 1.320)
C (-0.423, -0.571, -1.218)
C (-0.755, -1.889, -0.891)
H (-0.369, 1.131, -2.572)
H (-1.027, -0.503, -3.278)
H (1.753, 2.348, 1.205)
H (0.017, 0.030, -0.441)
H (-1.232, -2.546, -1.663)
H (-0.615, -2.356, 0.103)
H (0.964, 1.155, 2.401)
H (0.388, 0.987, 4.111)
O (0.826, 0.489, 3.378)

The total energy comes out at -7329.011 eV. The spin multiplicity is 1. The frontier orbital gap comes out at 1.57 eV.

No. 4
A single C3H8O2 molecule. Source: OMol25; level of theory: wB97M-V/def2-TZVPD.

Atoms and positions in Å:
C (-1.159, 0.297, 0.414)
C (0.604, 0.217, 0.590)
C (1.285, -0.562, -0.522)
O (-1.383, 1.397, -0.343)
O (-1.596, -0.900, -0.086)
H (-2.113, -0.734, -0.887)
H (-0.282, 1.254, -0.497)
H (-1.518, 0.421, 1.444)
H (1.084, 1.190, 0.759)
H (0.694, -0.306, 1.543)
H (1.268, 0.007, -1.453)
H (0.787, -1.517, -0.686)
H (2.328, -0.762, -0.275)

The total energy comes out at -7333.566 eV. The spin multiplicity is 1. As for the SMILES: CCC(O)O. The frontier orbital gap comes out at 10.51 eV.

No. 5
2 unconnected molecules or ions with the total composition C3H8O2P. Source: OMol25; level of theory: wB97M-V/def2-TZVPD.

Atoms and positions in Å:
C (1.464, -1.619, 1.460)
C (1.804, -0.407, 0.973)
C (-1.643, 0.584, 0.364)
O (-0.645, 2.616, -1.289)
O (-1.941, 0.761, -2.383)
P (-0.868, 1.123, -1.164)
H (-2.003, -0.174, -2.241)
H (0.437, -1.876, 1.019)
H (1.896, -2.427, 2.072)
H (1.158, 0.078, 0.251)
H (2.652, 0.183, 1.040)
H (-1.606, -0.485, 0.746)
H (-0.962, 1.074, 1.112)
H (0.258, 0.570, -1.960)

The total energy comes out at -16623.627 eV. The spin multiplicity is 1. The frontier orbital gap comes out at 6.91 eV. Its total charge is -1.

No. 6
2 unconnected molecules or ions with the total composition C3H8O2S. Source: OMol25; level of theory: wB97M-V/def2-TZVPD.

Atoms and positions in Å:
C (-0.242, -0.470, -0.655)
O (0.351, -1.729, -0.675)
C (-0.368, 0.215, 0.740)
C (-1.291, 1.412, 0.614)
S (-1.917, 2.225, 2.231)
H (0.232, 0.243, -1.360)
H (-1.271, -0.597, -1.054)
H (0.606, 0.573, 1.083)
H (-0.707, -0.472, 1.519)
H (-2.217, 1.317, 0.063)
H (-0.724, 2.241, 0.178)
H (1.401, -1.691, -0.943)
H (3.404, -1.510, -0.536)
O (2.743, -1.758, -1.205)

The total energy comes out at -18169.177 eV. The spin multiplicity is 1. The frontier orbital gap comes out at 5.76 eV. Its total charge is -2.

No. 7
2 unconnected molecules or ions with the total composition C3H8O2S. Source: OMol25; level of theory: wB97M-V/def2-TZVPD.

Atoms and positions in Å:
C (0.108, -1.091, 0.025)
O (-0.286, -1.810, 1.147)
C (-0.129, 0.410, 0.211)
C (-0.091, 1.289, -1.038)
S (-0.512, 3.039, -0.759)
H (1.167, -1.278, -0.216)
H (-0.404, -1.433, -0.902)
H (0.619, 0.735, 0.947)
H (-1.095, 0.568, 0.696)
H (-0.715, 0.736, -1.763)
H (0.890, 1.292, -1.530)
H (0.151, -2.743, 1.108)
H (1.878, -3.696, 1.151)
O (1.011, -4.069, 0.941)

The total energy comes out at -18169.418 eV. The spin multiplicity is 1. The frontier orbital gap comes out at 5.83 eV. Its total charge is -2.

No. 8
2 unconnected molecules or ions with the total composition C3H8O2S. Source: OMol25; level of theory: wB97M-V/def2-TZVPD.

Atoms and positions in Å:
O (-3.375, -2.180, -0.063)
C (-2.256, -1.785, 0.041)
C (-1.547, -0.986, 1.200)
C (-1.839, 0.493, 1.172)
S (-1.566, 1.161, -0.500)
H (-1.571, -1.636, -0.791)
H (-1.803, -1.412, 2.196)
H (-0.482, -1.186, 1.297)
H (-1.549, 0.966, 2.123)
H (-2.941, 0.682, 1.166)
H (-0.250, 1.297, -0.292)
H (6.844, 2.068, -2.165)
H (6.122, 1.178, -3.166)
O (6.214, 1.339, -2.219)

The total energy comes out at -18169.516 eV. The spin multiplicity is 1. As for the SMILES: O=CCCS.O. The frontier orbital gap comes out at 10.04 eV.

No. 9
2 unconnected molecules or ions with the total composition C3H8O2S. Source: OMol25; level of theory: wB97M-V/def2-TZVPD.

Atoms and positions in Å:
O (0.996, -1.254, -1.312)
C (-0.125, -1.031, -0.866)
C (-0.654, 0.210, -0.199)
C (-0.692, -0.359, 1.243)
S (-1.938, 0.575, 2.301)
H (-0.925, -1.729, -0.945)
H (-1.701, 0.420, -0.507)
H (-0.155, 1.145, -0.200)
H (-0.933, -1.363, 1.289)
H (0.298, -0.260, 1.695)
H (-1.010, 1.024, 3.230)
H (2.625, 1.061, -1.236)
H (1.771, 0.477, -2.306)
O (2.443, 1.084, -2.187)

The total energy comes out at -18169.822 eV. The spin multiplicity is 1. As for the SMILES: O=CCCS.O. The frontier orbital gap comes out at 10.05 eV.

No. 10
2 unconnected molecules or ions with the total composition C3H8O2S. Source: OMol25; level of theory: wB97M-V/def2-TZVPD.

Atoms and positions in Å:
C (-0.039, -3.648, -0.137)
C (-1.276, -3.679, -1.066)
S (-1.236, -2.421, -2.352)
H (-0.193, -4.509, 0.502)
H (-0.162, -2.921, 0.694)
H (0.977, -3.399, -0.528)
H (-1.478, -4.625, -1.661)
H (-2.147, -3.393, -0.466)
H (-1.947, -1.465, -1.932)
O (0.782, 5.028, 1.459)
C (1.392, 4.023, 1.594)
O (1.800, 3.859, 2.842)
H (1.603, 3.141, 0.944)
H (2.003, 4.644, 3.320)

The total energy comes out at -18169.608 eV. The spin multiplicity is 1. As for the SMILES: O=CO.CCS. The frontier orbital gap comes out at 9.73 eV.

No. 11
A single C3H8O2S2 molecule. Source: OMol25; level of theory: wB97M-V/def2-TZVPD.

Atoms and positions in Å:
C (0.399, -0.029, -1.037)
C (-0.958, 0.165, 1.058)
C (0.483, 0.462, 0.408)
O (-0.572, 0.569, -1.813)
O (1.476, -0.329, 1.076)
S (-0.931, -0.781, 2.584)
S (0.934, 2.204, 0.731)
H (-0.024, -1.031, -0.954)
H (1.435, 0.009, -1.540)
H (-1.488, 1.251, 1.267)
H (-1.615, -0.227, 0.245)
H (-0.539, 1.486, -1.627)
H (1.779, -0.821, 0.292)
H (0.288, -1.046, 2.395)
H (0.775, 2.247, 2.034)

The total energy comes out at -29004.461 eV. The spin multiplicity is 1. As for the SMILES: OC[C@@](O)(S)CS. The frontier orbital gap comes out at 9.46 eV.

No. 12
3 unconnected molecules or ions with the total composition C3H8O3. Source: OMol25; level of theory: wB97M-V/def2-TZVPD.

Atoms and positions in Å:
C (-1.485, 1.202, 0.233)
C (1.528, -1.513, 0.472)
C (-1.090, 0.101, 1.107)
O (-0.220, 0.618, 0.151)
O (0.919, 0.656, -2.501)
O (1.127, -1.764, -0.623)
H (0.718, 1.125, -1.681)
H (0.988, -0.271, -2.249)
H (-2.142, 1.009, -0.605)
H (-1.511, 2.213, 0.624)
H (1.155, -2.019, 1.373)
H (2.318, -0.768, 0.659)
H (-1.467, -0.899, 0.900)
H (-0.838, 0.309, 2.142)

The total energy comes out at -9380.746 eV. The spin multiplicity is 1. As for the SMILES: C1CO1.C=O.O. The frontier orbital gap comes out at 11.14 eV.

Respective HOMO values: -8.670, -9.363, -6.542, -9.650, -3.163, 0.315, 0.159, -9.307, -9.626, -8.998, -8.907, -10.381 eV.
Respective molecular weight values: 76.1, 76.1, 76.1, 76.1, 107.1, 108.2, 108.2, 108.2, 108.2, 108.2, 140.2, 92.1 g mol⁻¹.
Respective max |F| values: 2.199, 2.590, 1.624, 5.011, 2.797, 2.446, 0.990, 2.977, 3.337, 4.713, 3.870, 1.442 eV/Å.